# 1
{"formula": "C12H17B2F5N3O8", "method": "ωB97M-V/def2-TZVPD", "species": ["C", "C", "O", "B", "O", "C", "N", "N", "C", "O", "C", "N", "C", "C", "C", "O", "C", "C", "F", "F", "F", "H", "H", "H", "H", "H", "H", "H", "H", "H", "H", "H", "H", "H", "H", "H", "H", "H", "B", "O", "C", "O", "C", "O", "O", "F", "F"], "xyz": [[2.1258, -2.5056, 0.0648], [2.8177, -1.1291, -0.5538], [3.3864, -0.3376, 0.5778], [3.2642, 1.1111, 0.3265], [4.5440, 1.8883, 0.1734], [1.8660, 1.9627, 0.1428], [1.8338, 2.1991, -1.3524], [1.8327, 3.4045, 0.6910], [0.3564, 3.8298, 0.7204], [-0.0402, 5.1320, 0.7701], [-0.6692, 2.5093, 0.6920], [-1.5950, 2.5924, -0.4883], [-1.4599, 1.4548, -1.4662], [-3.0030, 2.4232, 0.1145], [-3.6934, 0.9776, 0.4788], [-3.7010, 3.5660, 0.3632], [0.4691, 1.3508, 0.8277], [0.6327, 0.8693, 2.4217], [1.1183, -0.5588, 2.5115], [1.5028, 1.7763, 3.2143], [-0.6967, 0.8540, 3.1397], [0.9563, -2.3804, -0.1164], [2.5594, -3.4940, -0.3878], [2.3656, -2.4926, 1.2204], [2.0544, -0.4874, -1.1987], [3.7009, -1.4327, -1.2964], [5.3110, 1.2154, 0.1240], [1.7623, 3.2087, -1.6062], [2.6035, 1.7075, -1.8600], [2.5010, 4.0755, 0.2524], [-1.3758, 2.7742, 1.5923], [-0.5842, 1.6473, -2.2546], [-1.4021, 0.3844, -0.9961], [-2.4540, 1.4623, -2.1270], [-4.4634, 0.7204, -0.3740], [-2.9107, 0.0787, 0.5479], [-4.1957, 1.0153, 1.5596], [0.3508, 0.3110, 0.3070], [-2.8582, -5.3004, -1.1378], [-2.9538, -4.0903, -0.3143], [-1.7045, -3.6521, -0.1082], [-1.4265, -2.6577, 0.5425], [-0.7686, -4.5244, -0.7638], [0.4457, -4.4030, -0.7692], [-1.4278, -5.5128, -1.3835], [-3.5591, -5.1054, -2.3975], [-3.4181, -6.4376, -0.4242]], "homo_lumo_gap_ev": 9.2217, "total_charge": -1, "homo_energy_ev": -7.372, "lumo_energy_ev": 1.849, "spin_multiplicity": 1, "largest_force_ev_per_a": 8.81}

---

# 2
{"formula": "C12H17BFNO3S", "method": "ωB97M-V/def2-TZVPD", "species": ["O", "F", "O", "O", "S", "B", "C", "C", "C", "C", "C", "C", "C", "N", "C", "C", "C", "C", "C", "H", "H", "H", "H", "H", "H", "H", "H", "H", "H", "H", "H", "H", "H", "H", "H", "H"], "xyz": [[1.2254, -2.3395, -0.4796], [-1.3703, 4.7447, -2.0105], [-0.5518, 1.0769, 2.4972], [1.7540, 1.7811, 2.7728], [-2.5605, -1.2799, -1.4206], [0.7964, 0.9273, 2.2439], [0.1869, -1.9757, 0.0186], [-0.9208, 2.4540, -1.5936], [0.5372, 4.1391, -0.7365], [-0.0597, 1.4910, -1.1200], [1.3733, 3.1653, -0.2011], [-0.6122, 3.7854, -1.4295], [1.0850, 1.8088, -0.4107], [0.0512, -0.7958, 0.7090], [-0.3422, -4.3402, 0.1910], [-1.7221, -2.8318, -1.3493], [1.9818, 0.7484, 0.1333], [-0.9324, -2.9446, -0.0694], [1.2307, -0.1096, 1.1786], [-0.8185, 1.7450, 3.1389], [1.4407, 2.5527, 3.2745], [-3.2560, -1.6830, -2.5047], [-1.8162, 2.1804, -2.1372], [0.7646, 5.1725, -0.6326], [-0.3307, 0.4264, -1.2426], [2.2641, 3.4499, 0.3292], [-0.7977, -0.5197, 1.2060], [0.4012, -4.5964, -0.5735], [0.1358, -4.4371, 1.1523], [-1.1178, -5.1177, 0.1927], [-1.0566, -2.9638, -2.2005], [-2.4727, -3.6312, -1.4023], [2.8231, 1.2364, 0.6251], [2.4248, 0.1413, -0.6713], [-1.6328, -2.7010, 0.7406], [1.8948, -0.7593, 1.7819]], "homo_lumo_gap_ev": 8.9425, "smiles": "C[C@H](CS)C(=O)N[C@@H](Cc1ccc(F)cc1)B(O)O", "homo_energy_ev": -8.867, "lumo_energy_ev": 0.075, "spin_multiplicity": 1, "largest_force_ev_per_a": 2.04}